Here is a cluster of 10 separate species, C28H66O11 in total in a non-equilibrium geometry from OMol25. Energies are from wB97M-V/def2-TZVPD.

Last column: Löwdin charge in e.
CARTESIAN COORDINATES (ANGSTROEM)
C 7.460 10.666 -14.665  -0.13
C 7.045 12.112 -14.940  -0.15
C 5.540 12.033 -15.079  -0.20
O 5.164 11.041 -14.134  -0.16
C 6.192 10.060 -14.000  -0.18
H 8.323 10.586 -14.010  0.11
H 7.656 10.146 -15.605  0.10
H 7.633 12.583 -15.730  0.09
H 7.314 12.738 -14.079  0.11
H 5.194 11.813 -16.098  0.11
H 5.013 12.943 -14.788  0.09
H 5.933 9.109 -14.469  0.09
H 6.389 9.885 -12.941  0.12
C 4.465 8.412 -16.989  -0.16
C 4.500 8.290 -18.506  -0.17
C 3.868 6.903 -18.730  -0.19
O 4.115 6.167 -17.539  -0.14
C 4.815 6.991 -16.592  -0.19
H 3.498 8.797 -16.667  0.10
H 5.180 9.172 -16.659  0.09
H 5.518 8.330 -18.895  0.11
H 3.935 9.057 -19.036  0.11
H 4.293 6.441 -19.620  0.12
H 2.785 7.030 -18.808  0.12
H 5.877 6.722 -16.619  0.11
H 4.436 6.696 -15.611  0.12
C 8.023 10.387 -19.478  -0.14
C 6.974 11.209 -18.701  -0.15
C 5.783 11.317 -19.652  -0.21
O 5.959 10.301 -20.625  -0.16
C 7.364 10.187 -20.845  -0.19
H 8.200 9.438 -18.976  0.10
H 8.959 10.934 -19.580  0.11
H 7.333 12.179 -18.352  0.09
H 6.694 10.686 -17.781  0.08
H 5.730 12.288 -20.167  0.12
H 4.820 11.191 -19.153  0.10
H 7.680 10.962 -21.552  0.12
H 7.527 9.193 -21.257  0.12
C 10.373 8.018 -14.097  -0.17
C 10.310 7.648 -15.575  -0.16
C 10.834 8.888 -16.307  -0.19
O 11.377 9.747 -15.303  -0.15
C 11.514 9.022 -14.088  -0.20
H 10.552 7.116 -13.509  0.10
H 9.417 8.378 -13.709  0.09
H 9.343 7.295 -15.948  0.10
H 10.909 6.756 -15.790  0.11
H 10.049 9.449 -16.820  0.10
H 11.618 8.643 -17.031  0.11
H 11.436 9.763 -13.296  0.12
H 12.453 8.458 -14.039  0.12
C 2.734 15.153 -13.633  -0.14
C 2.974 13.690 -13.174  -0.16
C 2.063 13.536 -11.958  -0.21
O 1.553 14.813 -11.634  -0.13
C 1.500 15.569 -12.829  -0.21
H 2.621 15.221 -14.713  0.10
H 3.559 15.791 -13.314  0.10
H 4.035 13.578 -12.962  0.10
H 2.709 13.000 -13.977  0.09
H 2.629 13.099 -11.132  0.12
H 1.230 12.835 -12.101  0.11
H 1.530 16.626 -12.572  0.12
H 0.570 15.355 -13.373  0.12
C 7.072 6.653 -13.478  -0.09
O 8.189 5.789 -13.331  -0.19
C 8.296 5.179 -12.078  -0.23
C 9.554 4.365 -12.000  -0.22
O 10.647 5.213 -11.727  -0.18
C 11.860 4.527 -11.670  -0.13
H 7.158 7.060 -14.483  0.07
H 7.068 7.435 -12.716  0.09
H 6.169 6.033 -13.426  0.10
H 7.422 4.546 -11.854  0.13
H 8.322 5.921 -11.261  0.14
H 9.709 3.832 -12.948  0.13
H 9.421 3.616 -11.205  0.13
H 11.960 3.943 -10.745  0.09
H 12.686 5.239 -11.708  0.09
H 12.021 3.850 -12.522  0.09
C 2.230 10.018 -13.022  -0.15
O 3.364 10.057 -12.159  -0.13
H 1.892 11.030 -13.252  0.05
H 2.499 9.496 -13.943  0.07
H 1.440 9.516 -12.468  0.08
H 4.015 10.612 -12.608  0.03
C 1.980 12.361 -17.118  -0.15
O 2.557 11.357 -16.290  -0.14
H 1.948 12.042 -18.167  0.08
H 0.979 12.640 -16.789  0.08
H 2.655 13.217 -17.102  0.07
H 1.919 10.642 -16.219  0.07
C 8.073 15.292 -17.281  -0.15
O 7.382 14.701 -18.380  -0.12
H 7.524 16.160 -16.904  0.07
H 8.230 14.577 -16.472  0.06
H 9.030 15.680 -17.622  0.08
H 6.444 14.740 -18.180  0.07
C 6.830 15.938 -13.746  -0.18
O 6.126 17.163 -13.696  -0.11
H 6.911 15.462 -12.765  0.08
H 6.298 15.228 -14.390  0.06
H 7.871 16.058 -14.057  0.08
H 6.562 17.780 -14.287  0.07

Computed properties:
Relative energy (zero: lowest compared OMol25 entry of this formula, charge and spin), eV: 4.3512
Total charge: 0
Orbital gap, eV: 9.74
SMILES string: C1CCOC1.C1CCOC1.C1CCOC1.C1CCOC1.C1CCOC1.COCCOC.CO.CO.CO.CO
Strongest force on any atom, hartree/bohr: 0.025
HOMO energy, eV: -9.48